Record 1
A cluster of 2 separate species, C22H29F2Si in total in a non-equilibrium geometry, computed with ωB97M-V with the def2-TZVPD basis set.

Structure (ORCA input):
```
! wB97M-V def2-TZVPD RIJCOSX def2/J DEFGRID3
* xyz 1 1
C -3.181 -1.464 2.707
C -1.879 -0.698 2.704
Si -0.332 -1.749 2.481
C 1.226 -0.683 2.519
C 0.996 0.800 2.692
C -0.233 -3.011 3.879
C -0.136 -2.413 5.265
C -0.418 -2.629 0.818
C -0.485 -1.727 -0.355
C 0.572 -1.372 -1.062
H -4.045 -0.810 2.847
H -3.333 -2.002 1.769
H -3.208 -2.207 3.507
H -1.851 0.038 1.896
H -1.733 -0.157 3.643
H 1.845 -1.086 3.325
H 1.752 -0.896 1.584
H 1.931 1.367 2.698
H 0.378 1.204 1.887
H 0.482 1.016 3.631
H -1.121 -3.641 3.779
H 0.633 -3.640 3.656
H -0.095 -3.178 6.046
H 0.757 -1.794 5.374
H -0.993 -1.773 5.486
H 0.459 -3.277 0.755
H -1.292 -3.281 0.863
H -1.449 -1.325 -0.626
H 0.503 -0.704 -1.899
H 1.550 -1.739 -0.824
F 3.408 0.469 -5.680
C 3.288 1.064 -4.468
C 4.417 1.429 -3.755
C 4.292 2.028 -2.518
C 3.048 2.264 -1.987
C 1.868 1.909 -2.679
C 0.626 2.194 -2.052
C -0.726 2.012 -2.448
C -1.734 2.455 -1.562
C -3.066 2.321 -1.865
C -3.453 1.742 -3.057
C -2.499 1.294 -3.954
F -2.877 0.718 -5.123
C -1.163 1.429 -3.655
C 2.039 1.302 -3.940
H 5.383 1.231 -4.183
H 5.176 2.311 -1.970
H 2.964 2.738 -1.024
H 0.730 2.643 -1.077
H -1.445 2.916 -0.633
H -3.816 2.671 -1.174
H -4.492 1.625 -3.308
H -0.479 1.067 -4.391
H 1.210 1.001 -4.542
*
```

Properties
Kohn-Sham gap = 0.1882 hartree
LUMO = -6.34 eV

Record 2
A structure of composition C22H29I2IrN3O4Si in a non-equilibrium geometry, computed with ωB97M-V with the def2-TZVPD basis set.

Structure (ORCA input):
```
! wB97M-V def2-TZVPD RIJCOSX def2/J DEFGRID3
* xyz 2 2
Ir 0.030 0.729 -0.267
C 1.613 3.247 -4.020
N 0.380 2.457 -4.128
C -0.375 2.689 -5.356
C -0.010 1.693 -3.132
O 0.698 1.558 -2.101
C -1.350 0.981 -3.215
O -1.446 0.075 -2.138
C -1.479 -1.305 -2.420
C -0.353 -1.986 -1.664
O 0.383 -1.334 -0.884
N -0.181 -3.278 -1.848
C 0.972 -3.966 -1.251
C -1.054 -4.086 -2.703
H 2.311 2.943 -4.798
H 2.067 3.096 -3.048
H 1.372 4.302 -4.152
H 0.311 2.656 -6.200
H -0.833 3.679 -5.333
H -1.152 1.948 -5.514
H -1.481 0.475 -4.170
H -2.144 1.724 -3.107
H -1.377 -1.503 -3.489
H -2.436 -1.713 -2.084
H 1.682 -3.233 -0.884
H 1.442 -4.582 -2.015
H 0.647 -4.604 -0.429
H -2.105 -3.873 -2.521
H -0.879 -5.132 -2.470
H -0.829 -3.934 -3.760
I -3.669 4.609 -0.316
C -3.395 3.062 1.012
C -4.191 2.914 2.134
C -3.987 1.872 3.035
I -5.178 1.789 4.708
C -2.961 0.885 2.801
C -2.688 -0.220 3.626
C -1.685 -1.096 3.283
C -0.969 -0.890 2.104
N -1.227 0.139 1.308
C -2.179 1.027 1.656
C -2.326 2.146 0.759
O -1.513 2.265 -0.194
H -4.982 3.628 2.317
H -3.264 -0.381 4.527
H -1.461 -1.950 3.905
H -0.179 -1.559 1.787
C 5.153 -0.306 2.825
Si 3.335 -0.402 3.209
C 2.990 0.507 4.799
C 2.787 -2.194 3.314
C 2.277 0.282 1.847
C 1.496 0.621 0.983
H 5.708 -0.800 3.625
H 5.486 0.732 2.767
H 5.391 -0.799 1.882
H 3.565 0.053 5.608
H 1.932 0.471 5.067
H 3.285 1.554 4.718
H 3.426 -2.756 3.997
H 2.839 -2.665 2.330
H 1.759 -2.265 3.678
*
```

Properties
Kohn-Sham gap (alpha / beta) = 0.2523 / 0.1804 hartree
LUMO (alpha / beta) = -6.58 / -8.52 eV

Record 3
A structure of composition C22H29IrN4O2, computed with ωB97M-V with the def2-TZVPD basis set.

Structure (ORCA input):
```
! wB97M-V def2-TZVPD RIJCOSX def2/J DEFGRID3
* xyz 1 2
Ir -0.347 0.314 -0.081
C -3.342 0.805 0.248
N -2.353 -0.294 0.158
C -2.680 -1.168 -1.000
C -2.364 -1.099 1.401
C -3.500 -1.782 1.787
C -3.485 -2.608 2.903
C -2.305 -2.755 3.612
C -1.158 -2.068 3.240
C -1.170 -1.202 2.139
N -0.087 -0.494 1.658
C 1.145 -0.224 2.227
C 1.457 -0.297 3.587
C 2.728 0.029 4.037
C 3.714 0.438 3.155
C 3.408 0.551 1.805
C 2.140 0.251 1.350
N 1.777 0.350 -0.080
C 2.422 1.494 -0.749
C 2.206 -0.908 -0.759
H -4.349 0.404 0.372
H -3.297 1.395 -0.665
H -3.091 1.441 1.092
H -3.712 -1.517 -0.940
H -2.001 -2.019 -0.998
H -2.560 -0.594 -1.918
H -4.411 -1.689 1.209
H -4.377 -3.143 3.197
H -2.266 -3.417 4.467
H -0.244 -2.230 3.791
H 0.695 -0.567 4.302
H 2.942 -0.031 5.096
H 4.706 0.681 3.510
H 4.174 0.883 1.116
H 3.503 1.364 -0.818
H 2.210 2.407 -0.199
H 2.026 1.566 -1.762
H 3.296 -0.981 -0.744
H 1.855 -0.898 -1.790
H 1.764 -1.757 -0.241
O -1.015 2.469 -0.081
N -0.167 3.481 -0.120
C 0.205 4.010 -1.299
C 1.086 5.068 -1.339
C 1.590 5.590 -0.157
C 1.182 5.031 1.045
C 0.299 3.974 1.042
H -0.243 3.548 -2.165
H 1.367 5.475 -2.300
H 2.281 6.420 -0.172
H 1.542 5.405 1.993
H -0.069 3.468 1.922
C 0.248 -4.662 -0.284
O -0.097 -3.350 0.150
H -0.624 -5.320 -0.313
H 1.013 -5.111 0.354
H 0.646 -4.572 -1.292
H -0.422 -3.397 1.056
*
```

Properties
Kohn-Sham gap (alpha / beta) = 0.2365 / 0.2362 hartree
LUMO (alpha / beta) = -3.04 / -3.17 eV

Computed values of energy (unit: eV) for the preceding records, in sequence: -36589.5929; -62847.1895; -36170.5003.
Computed values of ΔE to the lowest compared entry with this formula, charge and spin (unit: kcal per mole) for the preceding records, in sequence: 8.8; 22.0; 17.6.